{"formula": "C7H8ClN4", "method": "ωB97M-V/def2-TZVPD", "orbital_gap_ev": [6.723, 6.716], "charge": 1, "symbols": ["C", "C", "C", "C", "C", "C", "C", "N", "N", "N", "N", "Cl", "H", "H", "H", "H", "H", "H", "H", "H"], "xyz": [[0.336, -2.746, 1.061], [1.121, -1.678, 1.519], [-0.513, -2.655, -0.009], [1.064, -0.422, 0.813], [-0.733, -1.410, -0.612], [0.112, -0.314, -0.337], [0.477, 3.125, -1.469], [-0.552, 2.980, -2.280], [0.683, 1.935, -0.715], [-0.088, 0.903, -0.932], [-1.369, 2.238, -2.541], [-2.360, 1.685, 1.851], [0.480, -3.779, 1.480], [1.764, -1.894, 2.338], [-1.090, -3.422, -0.396], [1.721, 0.423, 0.988], [-1.472, -1.362, -1.479], [0.926, 4.060, -1.129], [1.650, 1.986, -0.305], [-2.159, 0.345, 2.154]], "atomic_forces_ev_per_a": [[0.765, -1.692, 0.421], [-0.638, 2.046, -2.006], [-0.067, 2.897, -0.062], [-1.430, -2.470, -1.131], [-0.142, 0.230, -2.001], [1.581, -0.583, 3.584], [0.400, -0.367, 1.030], [-0.737, -0.707, 0.806], [-0.611, -0.661, -1.728], [1.400, 2.120, 0.083], [0.346, 0.621, -0.592], [0.462, -2.513, 0.499], [-0.118, 1.329, -0.073], [0.541, 0.404, 0.469], [-0.807, -1.728, -0.283], [-0.051, -0.338, 0.554], [1.047, 0.201, 1.373], [-0.228, -0.483, -0.600], [-1.306, -0.806, 0.193], [-0.405, 2.498, -0.535]]}


{"formula": "C2H7N5", "method": "ωB97M-V/def2-TZVPD", "orbital_gap_ev": 8.219, "symbols": ["C", "C", "H", "H", "H", "H", "H", "H", "H", "N", "N", "N", "N", "N"], "xyz": [[-0.244, -0.493, 0.274], [1.045, 0.172, 0.452], [-0.826, -0.286, -2.638], [-1.558, 0.849, -1.660], [-2.074, -0.677, -0.718], [-1.974, -0.973, 1.160], [2.279, 0.935, 2.258], [0.569, 0.184, 2.340], [1.789, 0.481, -1.338], [-0.683, 0.269, -1.914], [-0.818, -0.872, -0.913], [-1.009, -0.624, 1.362], [1.443, 0.526, 1.729], [2.062, 0.511, -0.394]], "atomic_forces_ev_per_a": [[-4.481, -0.069, 4.225], [8.121, 2.888, -1.374], [-1.103, -2.053, -5.059], [2.117, -0.850, -1.396], [5.041, -1.993, -0.309], [1.257, 0.223, -0.031], [-1.708, -1.011, -2.420], [2.943, 1.224, -0.781], [-0.577, -0.547, -1.585], [-0.632, 2.309, 5.469], [-4.711, 2.651, -1.212], [1.850, 0.193, -1.464], [-4.834, -1.961, 3.771], [-3.283, -1.005, 2.169]]}


{"formula": "C19H28ClN5O8S2Sr", "method": "ωB97M-V/def2-TZVPD", "orbital_gap_ev": 7.991, "symbols": ["Sr", "O", "Cl", "O", "O", "O", "C", "N", "C", "C", "C", "N", "C", "C", "O", "H", "H", "H", "H", "H", "H", "H", "H", "H", "H", "H", "H", "N", "C", "C", "C", "C", "C", "C", "S", "O", "O", "N", "C", "S", "C", "C", "N", "H", "H", "H", "H", "H", "H", "H", "H", "C", "C", "C", "O", "C", "H", "H", "H", "H", "H", "H", "H", "H"], "xyz": [[0.153, 1.779, 0.129], [1.197, 3.827, 0.938], [0.485, 4.044, 2.214], [1.401, 4.000, 3.291], [-0.457, 2.924, 2.288], [-0.223, 5.269, 2.160], [4.324, 0.374, 1.730], [3.505, -0.296, 2.719], [4.182, -1.242, 3.591], [3.462, -1.358, 4.917], [1.998, -1.646, 4.652], [1.444, -0.639, 3.766], [0.032, -0.340, 3.906], [2.176, -0.011, 2.800], [1.649, 0.791, 2.019], [5.064, 1.015, 2.215], [3.692, 0.989, 1.098], [4.850, -0.360, 1.114], [5.205, -0.891, 3.736], [4.244, -2.224, 3.105], [3.553, -0.422, 5.471], [3.904, -2.153, 5.517], [1.428, -1.620, 5.582], [1.874, -2.649, 4.225], [-0.195, -0.123, 4.952], [-0.589, -1.185, 3.589], [-0.213, 0.541, 3.324], [-6.223, -2.361, -4.478], [-5.072, -1.639, -4.193], [-4.145, -2.123, -3.264], [-2.979, -1.429, -3.015], [-2.711, -0.241, -3.683], [-3.618, 0.240, -4.613], [-4.789, -0.451, -4.868], [-1.228, 0.653, -3.317], [-1.115, 1.681, -4.321], [-0.169, -0.323, -3.192], [-1.427, 1.265, -1.849], [-2.109, 2.441, -1.681], [-3.244, 3.183, -2.753], [-3.482, 4.455, -1.610], [-2.709, 4.245, -0.522], [-1.938, 3.112, -0.562], [-6.535, -2.987, -3.755], [-6.977, -1.835, -4.887], [-4.342, -3.054, -2.746], [-2.263, -1.816, -2.300], [-3.397, 1.154, -5.149], [-5.488, -0.071, -5.603], [-4.135, 5.289, -1.796], [-2.641, 4.895, 0.338], [1.776, -2.622, -0.223], [2.551, -2.280, -1.496], [2.572, -0.751, -1.479], [1.489, -0.351, -0.619], [0.748, -1.508, -0.224], [2.412, -2.534, 0.662], [1.333, -3.617, -0.240], [1.997, -2.633, -2.367], [3.551, -2.708, -1.528], [2.410, -0.321, -2.467], [3.494, -0.356, -1.046], [-0.043, -1.688, -0.960], [0.303, -1.310, 0.756]], "atomic_forces_ev_per_a": [[0.335, -0.518, 0.162], [0.290, 0.410, 0.093], [-0.055, -0.327, -0.494], [0.200, -0.030, 0.266], [-0.192, 0.011, 0.396], [-0.156, 0.303, 0.027], [0.005, 0.007, -0.060], [0.033, 0.020, 0.039], [-0.001, -0.015, 0.001], [-0.004, -0.008, -0.026], [0.019, -0.006, 0.028], [0.041, 0.060, -0.022], [-0.029, 0.012, 0.013], [-0.143, -0.017, 0.007], [-0.229, 0.063, -0.161], [0.001, -0.012, 0.008], [0.015, -0.018, 0.020], [-0.002, -0.010, 0.001], [-0.009, 0.013, 0.010], [0.014, 0.003, 0.001], [0.000, 0.006, -0.005], [-0.003, -0.006, -0.004], [0.005, 0.003, -0.008], [0.012, 0.002, -0.002], [0.018, -0.026, 0.000], [0.007, 0.010, -0.025], [-0.007, 0.035, -0.018], [-0.029, -0.007, -0.009], [0.046, 0.037, 0.002], [0.011, 0.025, -0.018], [-0.022, -0.081, 0.081], [0.059, 0.063, 0.044], [0.007, 0.042, -0.065], [-0.008, -0.037, 0.018], [-0.015, -0.294, -0.033], [0.043, -0.024, 0.011], [-0.033, 0.033, -0.001], [0.009, 0.299, -0.096], [-0.003, -0.264, -0.054], [-0.132, 0.173, -0.169], [0.034, 0.004, 0.197], [-0.037, 0.045, -0.078], [0.042, -0.061, 0.090], [0.000, -0.006, 0.002], [0.000, 0.002, -0.005], [-0.013, -0.005, -0.004], [0.012, 0.021, -0.001], [0.024, 0.010, 0.022], [-0.017, -0.014, -0.001], [-0.038, -0.036, -0.076], [0.020, -0.009, 0.008], [-0.007, 0.003, -0.024], [0.006, 0.002, -0.026], [-0.040, 0.015, -0.083], [-0.062, 0.163, 0.044], [-0.084, -0.019, -0.043], [0.011, -0.006, -0.003], [-0.019, 0.007, -0.014], [0.008, 0.000, -0.005], [0.008, 0.007, 0.021], [0.002, -0.016, 0.003], [-0.006, 0.003, -0.026], [0.005, -0.047, 0.038], [0.055, 0.009, 0.009]]}


{"formula": "C32H32ErN5S2", "method": "ωB97M-V/def2-TZVPD", "spin_multiplicity": 4, "orbital_gap_ev": [7.408, 7.426], "charge": 2, "symbols": ["Er", "S", "C", "C", "C", "C", "C", "C", "N", "C", "C", "C", "C", "C", "C", "C", "H", "H", "H", "H", "H", "H", "H", "H", "N", "C", "C", "C", "N", "C", "C", "N", "C", "H", "H", "H", "H", "H", "H", "H", "H", "H", "H", "H", "H", "H", "H", "H", "H", "S", "C", "C", "C", "C", "C", "C", "N", "C", "C", "C", "C", "C", "C", "C", "H", "H", "H", "H", "H", "H", "H", "H"], "xyz": [[0.125, 0.388, -0.416], [-1.304, -2.321, 3.466], [-0.071, -1.235, 4.088], [0.462, -1.089, 5.381], [1.507, -0.197, 5.531], [1.929, 0.649, 4.470], [1.343, 0.557, 3.235], [0.387, -0.421, 3.039], [-0.260, -0.637, 1.792], [-1.163, -1.605, 1.896], [-1.918, -1.967, 0.698], [-3.153, -2.604, 0.822], [-3.919, -2.841, -0.313], [-3.474, -2.390, -1.556], [-2.221, -1.785, -1.628], [-1.384, -1.599, -0.533], [0.128, -1.698, 6.201], [1.958, -0.098, 6.483], [2.706, 1.385, 4.685], [1.583, 1.167, 2.368], [-3.571, -2.934, 1.760], [-4.870, -3.364, -0.243], [-4.065, -2.477, -2.466], [-1.898, -1.561, -2.652], [0.654, -0.262, -2.644], [1.966, -0.867, -3.109], [1.841, -2.385, -3.351], [1.851, -3.308, -2.159], [0.411, -3.568, -1.727], [2.787, -2.837, -0.980], [3.160, -1.348, -0.878], [2.290, -0.632, 0.112], [3.140, -0.594, -2.173], [-0.099, -0.834, -3.027], [0.598, 0.602, -3.179], [-0.148, -2.721, -1.386], [2.165, -0.458, -4.091], [2.698, -2.648, -3.977], [0.986, -2.602, -3.993], [2.233, -4.306, -2.443], [0.353, -4.174, -0.898], [-0.166, -4.063, -2.469], [3.722, -3.355, -1.097], [2.335, -3.218, -0.047], [4.162, -1.325, -0.485], [2.817, 0.185, 0.443], [2.212, -1.186, 0.944], [4.087, -0.749, -2.715], [3.152, 0.498, -1.951], [-2.088, 4.721, 0.266], [-3.383, 3.591, 0.006], [-4.764, 3.810, -0.079], [-5.565, 2.672, -0.252], [-5.000, 1.414, -0.445], [-3.630, 1.219, -0.397], [-2.830, 2.321, -0.178], [-1.435, 2.227, -0.116], [-0.935, 3.423, 0.128], [0.519, 3.611, 0.223], [1.035, 4.849, 0.702], [2.408, 5.063, 0.711], [3.260, 4.072, 0.231], [2.737, 2.867, -0.196], [1.359, 2.570, -0.247], [-5.135, 4.795, 0.154], [-6.656, 2.743, -0.242], [-5.734, 0.586, -0.550], [-3.253, 0.224, -0.457], [0.390, 5.651, 1.098], [2.840, 5.963, 1.135], [4.326, 4.278, 0.229], [3.469, 2.163, -0.553]], "atomic_forces_ev_per_a": [[-0.291, 0.787, 1.242], [0.179, 0.415, -0.099], [0.061, 0.210, -0.302], [0.264, -0.187, -0.900], [-0.574, 0.437, -1.120], [0.212, -0.087, 0.941], [0.237, -0.066, -0.394], [-1.204, -0.564, -0.600], [-0.072, -0.555, 1.112], [1.153, 0.924, 0.190], [-0.746, -0.604, 0.738], [-0.256, -0.181, -0.529], [-0.212, 0.072, -0.506], [-0.017, 0.071, 0.239], [-0.319, -0.677, -0.659], [0.563, 0.503, -0.791], [-0.100, -0.101, 0.174], [0.422, 0.122, 0.776], [-0.233, -0.219, -0.197], [0.268, 0.340, 0.306], [0.178, 0.097, 0.344], [0.146, 0.157, 0.095], [-0.036, -0.189, 0.295], [0.031, 0.239, 0.187], [0.687, -0.188, -0.758], [-0.338, -1.067, 0.323], [0.316, 0.308, -0.620], [0.411, -0.368, 0.678], [-0.736, -0.739, 0.004], [-1.252, -0.081, -0.338], [-0.922, -0.203, 0.808], [0.373, 0.322, -0.373], [0.292, 1.476, -0.807], [0.032, 0.104, 0.036], [-0.199, 0.273, 0.101], [0.260, 0.176, -0.153], [0.233, 0.265, -0.117], [0.063, -0.013, 0.094], [-0.166, 0.011, -0.050], [-0.357, 0.503, -0.044], [0.279, -0.064, -0.257], [0.951, 0.805, 0.872], [0.284, -0.450, -0.141], [0.363, 0.260, -0.121], [0.498, 0.022, 0.105], [-0.148, 0.036, -0.253], [-0.163, -0.517, 0.563], [-0.404, -0.191, 0.019], [0.023, -0.560, -0.042], [0.377, -0.463, -0.009], [-0.019, -0.147, -0.405], [0.386, -0.964, 0.671], [-0.050, 0.953, -0.183], [-0.834, -0.505, 0.254], [-1.335, 0.135, 0.068], [0.207, -0.634, -0.123], [-0.407, 0.779, 0.111], [0.367, -0.113, 0.025], [0.547, 1.093, 0.011], [-0.132, -0.245, 0.010], [-0.138, -0.227, 0.130], [-0.154, 0.590, 0.375], [-0.378, -0.073, -0.238], [0.030, -0.288, 0.331], [-0.374, 0.051, -0.234], [0.432, 0.192, -0.037], [0.936, 0.428, -0.028], [0.422, -0.410, -0.133], [0.182, -0.571, -0.277], [-0.221, 0.044, -0.180], [-0.059, -0.226, -0.065], [0.185, -0.464, -0.142]]}


{"formula": "C7H10O3P", "method": "ωB97M-V/def2-TZVPD", "orbital_gap_ev": [6.957, 7.024], "charge": -1, "symbols": ["C", "C", "C", "C", "C", "C", "C", "O", "O", "O", "P", "H", "H", "H", "H", "H", "H", "H", "H", "H", "H"], "xyz": [[-1.910, -0.420, 1.848], [0.140, -0.575, -0.500], [0.987, -2.787, -0.213], [1.210, -1.441, -0.491], [0.098, 0.896, -0.300], [0.857, 1.716, -1.361], [0.597, 1.242, 1.121], [-3.470, -0.166, -0.723], [-1.142, -1.030, -0.375], [-1.328, 1.233, -0.328], [-2.259, -0.080, 0.148], [-2.964, -0.814, 2.335], [1.835, -3.433, -0.073], [-0.064, -3.099, 0.194], [2.217, -1.034, -0.583], [1.869, 1.849, -1.070], [0.414, 2.637, -1.450], [0.894, 1.167, -2.190], [0.482, 2.318, 1.171], [1.627, 1.074, 1.124], [-0.090, 0.747, 1.715]], "atomic_forces_ev_per_a": [[-3.582, -0.295, 0.975], [-1.546, -0.004, 0.228], [-1.563, 0.098, 0.934], [-0.628, -0.702, 0.353], [-0.398, 1.398, 0.460], [-0.120, -0.920, 3.502], [-0.538, 1.786, -2.946], [0.497, 0.191, 0.995], [3.600, -3.645, -2.268], [0.533, 0.209, 0.003], [-1.152, 1.973, 0.578], [2.239, 0.795, -1.003], [0.047, -0.351, -0.047], [2.228, 0.505, -1.084], [-0.228, -0.075, -0.144], [1.047, 0.193, 0.572], [-1.142, 2.154, -0.479], [-0.205, -1.758, -3.859], [-0.212, 0.432, 0.365], [1.689, -0.899, 0.737], [-0.565, -1.085, 2.128]]}


no.,DFT total energy (hartree)
1,-950.3475
2,-354.0179
3,-2903.6947
4,-3323.4320
5,-839.7225